Density functional theory data (wB97M-V/def2-TZVPD) for an isolated ion of composition C4H6N3S and charge +1.

Highest occupied orbital energy   -11.909 eV
Gap between HOMO and LUMO   6.8 eV
Charge   +1
SMILES   [NH2+]=C[NH+]=C=N/C=C\[S-]
ΔE to the lowest compared entry with this formula, charge and spin   117.07 kcal per mole

Geometry as XYZ:
```
14
Properties=species:S:1:pos:R:3:nbo_charge:R:1
C 2.529 1.376 0.135 -0.004
C 3.743 0.566 0.171 -0.351
C 0.372 1.034 -0.911 0.328
C -1.100 -0.829 -0.352 0.389
N 1.369 0.995 -0.254 -0.266
N -2.316 -1.183 -0.421 -0.685
N -0.800 0.385 -0.730 -0.562
S 4.373 -0.939 -0.155 0.151
H 2.733 2.297 0.592 0.228
H 4.295 1.200 0.930 0.198
H -0.276 -1.546 -0.117 0.260
H -2.430 -1.989 0.202 0.440
H -3.073 -0.493 -0.531 0.435
H -1.539 1.033 -1.032 0.439
```